The following is a DFT calculation (wB97M-V/def2-TZVPD) of a structure of composition C52H80Br2Cl38F3N2O2 at a distorted geometry.

XYZ file:
```
179
Properties=species:S:1:pos:R:3:lowdin_charge:R:1
C -0.306 -2.641 2.725 -0.1232
C -1.433 -1.581 2.750 -0.2460
C -1.457 -0.855 1.370 -0.1859
C -0.300 0.162 1.292 -0.2739
C -0.411 1.209 2.409 -0.0533
C -0.082 0.770 -0.089 -0.0501
C -0.383 1.964 -0.679 -0.1094
C -1.080 3.186 -0.119 -0.0505
C -0.214 4.506 -0.106 -0.2328
C 1.189 4.642 -0.080 -0.2224
C 1.710 5.918 -0.155 -0.0814
C 0.938 7.036 -0.228 -0.2681
C 1.527 8.429 -0.331 -0.0615
C -0.444 6.913 -0.245 -0.0301
C -0.982 5.656 -0.184 -0.0636
N 0.054 1.980 -2.006 0.0922
C -0.100 3.132 -2.901 -0.0388
C -0.490 2.785 -4.347 -0.1512
O 0.601 2.681 -5.261 -0.0524
C 1.258 3.895 -5.460 -0.4293
O 2.290 4.091 -4.857 0.1282
C 0.739 4.939 -6.442 -0.1275
C 1.864 5.969 -6.735 -0.0887
C 0.635 0.791 -2.209 -0.1876
C 1.316 0.309 -3.475 -0.0457
C 2.615 1.083 -3.817 -0.1377
C 3.937 0.483 -3.323 -0.7445
F 4.930 1.109 -4.024 -0.0060
Br 4.144 -1.416 -3.725 0.7818
C 4.235 0.811 -1.777 -0.8547
F 5.350 1.551 -1.719 0.0424
F 3.260 1.555 -1.228 0.0504
Br 4.646 -0.724 -0.619 0.7830
N 0.556 0.061 -1.125 0.0509
C 1.030 -1.326 -0.950 -0.0302
C 0.013 -2.240 -1.659 -0.1941
C 0.469 -3.389 -2.269 -0.0396
C -0.444 -4.197 -2.898 -0.0672
C -1.788 -3.934 -2.933 -0.0360
C -2.259 -2.779 -2.337 -0.2834
C -3.722 -2.352 -2.289 -0.1140
C -1.329 -1.960 -1.726 -0.0510
H 0.692 -2.207 2.581 0.0709
H -0.518 -3.366 1.925 0.0661
H -0.261 -3.214 3.660 0.0052
H -2.384 -2.094 2.923 0.0078
H -1.225 -0.892 3.576 0.0901
H -1.233 -1.645 0.641 0.0549
H -2.427 -0.382 1.171 0.1240
H 0.620 -0.400 1.513 0.1183
H -0.033 2.155 2.104 0.0002
H 0.197 0.895 3.262 0.0717
H -1.459 1.233 2.735 0.0975
H -1.587 2.976 0.824 0.1192
H -1.888 3.432 -0.827 0.1122
H 1.801 3.752 -0.053 0.0635
H 2.791 6.060 -0.180 0.1284
H 0.753 9.155 -0.588 0.0376
H 1.911 8.727 0.658 0.0214
H 2.352 8.494 -1.048 0.0879
H -1.095 7.778 -0.330 0.1198
H -2.069 5.557 -0.198 0.1210
H -0.889 3.779 -2.510 0.1267
H 0.814 3.735 -2.831 0.1383
H -1.149 3.595 -4.699 0.1074
H -1.109 1.883 -4.395 0.1267
H 0.456 4.520 -7.415 0.1218
H -0.101 5.499 -6.010 0.1231
H 2.831 5.482 -6.889 0.0798
H 1.961 6.637 -5.876 0.0806
H 1.644 6.515 -7.657 0.0791
H 1.416 -0.777 -3.420 0.0881
H 0.615 0.498 -4.295 0.1179
H 2.698 1.175 -4.901 0.1312
H 2.556 2.097 -3.409 0.1086
H 1.145 -1.568 0.104 0.1240
H 1.947 -1.409 -1.535 0.0669
H 1.520 -3.660 -2.280 0.0877
H -0.080 -5.096 -3.392 0.1021
H -2.501 -4.584 -3.420 0.0764
H -3.796 -1.598 -1.499 0.0420
H -4.339 -3.188 -1.951 0.0141
H -4.083 -1.935 -3.234 0.0783
H -1.680 -1.043 -1.249 0.1116
C 1.032 -5.990 5.924 -0.9794
Cl -0.224 -5.549 4.758 0.5205
Cl 1.586 -4.593 6.855 0.4757
H 0.633 -6.732 6.608 0.0276
H 1.876 -6.401 5.382 0.0275
C -6.201 -4.079 -5.694 -1.0067
Cl -7.579 -3.475 -4.771 0.5016
Cl -5.046 -4.930 -4.657 0.5067
H -6.561 -4.765 -6.451 -0.0497
H -5.699 -3.239 -6.162 0.0208
C 3.020 3.936 3.535 -0.9710
Cl 2.730 2.571 4.617 0.4966
Cl 1.760 4.007 2.288 0.7315
H 3.013 4.855 4.108 -0.0338
H 3.984 3.807 3.055 0.0316
C -9.738 -4.948 -8.046 -0.9918
Cl -8.065 -5.310 -8.489 0.5123
Cl -9.903 -3.333 -7.346 0.4971
H -10.351 -5.005 -8.939 0.0266
H -10.072 -5.678 -7.317 0.0306
C 5.684 -3.639 6.462 -1.0840
Cl 5.364 -5.071 7.451 0.5038
Cl 4.445 -3.418 5.214 0.4757
H 5.694 -2.759 7.110 -0.0944
H 6.647 -3.755 5.979 0.0044
C -4.041 -3.364 2.140 -0.9338
Cl -3.525 -3.227 0.452 0.6838
Cl -3.014 -4.480 3.051 0.5747
H -3.987 -2.383 2.600 0.0144
H -5.061 -3.730 2.166 0.0376
C 0.008 0.809 7.501 -1.0320
Cl -0.003 2.179 6.391 0.4805
Cl 1.004 -0.504 6.855 0.4890
H 0.403 1.119 8.462 0.0328
H -1.010 0.452 7.614 -0.0401
C 3.408 -5.657 -4.862 -1.0059
Cl 2.160 -5.068 -5.967 0.5071
Cl 3.935 -4.375 -3.759 0.4634
H 3.009 -6.475 -4.277 -0.0349
H 4.259 -5.994 -5.444 0.0353
C -4.438 0.693 6.605 -0.9957
Cl -3.280 1.795 7.359 0.5385
Cl -3.621 -0.692 5.866 0.5180
H -5.121 0.331 7.365 0.0290
H -4.983 1.231 5.838 0.0257
C -3.338 1.450 -7.041 -1.0174
Cl -3.761 -0.160 -6.449 0.5066
Cl -3.812 2.708 -5.889 0.5172
H -2.264 1.497 -7.187 0.0201
H -3.850 1.627 -7.980 0.0293
C 6.379 5.498 5.448 -0.9911
Cl 6.814 6.267 3.915 0.5421
Cl 4.683 5.783 5.849 0.5565
H 6.545 4.430 5.362 0.0255
H 6.998 5.908 6.237 0.0296
C -1.939 -4.448 8.686 -1.0188
Cl -0.866 -3.070 8.419 0.4711
Cl -2.887 -4.824 7.242 0.5034
H -1.337 -5.312 8.946 0.0306
H -2.617 -4.210 9.496 -0.0288
C -5.266 -7.496 -1.811 -0.9976
Cl -6.622 -7.203 -2.913 0.4874
Cl -4.683 -6.030 -0.996 0.5027
H -5.606 -8.185 -1.047 0.0230
H -4.445 -7.935 -2.369 0.0202
C -0.768 -1.558 11.730 -1.0249
Cl -1.265 0.032 12.320 0.5081
Cl -2.140 -2.664 11.602 0.5340
H -0.324 -1.444 10.747 -0.0137
H -0.045 -1.978 12.421 0.0296
C 8.472 9.210 2.553 -1.0472
Cl 7.167 9.541 1.404 0.4891
Cl 9.022 10.685 3.354 0.5099
H 8.103 8.521 3.304 -0.0472
H 9.306 8.771 2.017 0.0275
C 7.473 -0.299 6.678 -0.9737
Cl 8.171 -1.182 5.316 0.5302
Cl 7.065 -1.380 8.019 0.5891
H 8.195 0.430 7.029 0.0256
H 6.569 0.199 6.346 0.0292
C -0.299 -8.188 -5.670 -1.0116
Cl 1.350 -8.298 -5.038 0.5351
Cl -1.451 -9.032 -4.631 0.5086
H -0.579 -7.141 -5.727 0.0168
H -0.323 -8.635 -6.657 0.0299
C -6.307 -9.154 -9.041 -1.0162
Cl -7.746 -8.900 -10.033 0.5038
Cl -5.701 -7.634 -8.369 0.4758
H -6.560 -9.819 -8.223 0.0262
H -5.532 -9.597 -9.656 0.0250
C 1.889 11.967 1.407 -0.9936
Cl 2.124 10.553 2.446 0.5319
Cl 0.448 11.816 0.394 0.5235
H 1.776 12.842 2.037 0.0248
H 2.758 12.078 0.768 0.0286
```

Relative energy (zero: lowest compared OMol25 entry of this formula, charge and spin) (kJ/mol): 121.53
HOMO level (eV): -10.8
Net charge: +1
Gap between HOMO and LUMO (eV): 9.24



The following is a DFT calculation (wB97M-V/def2-TZVPD) of a cluster of 13 separate species, C52H85F27O26 in total at a distorted geometry.

XYZ file:
```
190
Properties=species:S:1:pos:R:3:lowdin_charge:R:1
C 10.301 -4.348 -1.590 -0.1143
O 10.382 -2.961 -1.617 -0.1828
C 9.177 -2.241 -1.526 -0.1779
C 8.560 -2.200 -0.087 -0.2095
O 7.618 -3.222 0.194 -0.2001
C 7.519 -3.480 1.552 -0.1283
H 9.671 -4.558 -0.725 0.0794
H 11.252 -4.881 -1.608 0.0921
H 9.752 -4.799 -2.417 0.0850
H 8.380 -2.619 -2.166 0.1268
H 9.445 -1.199 -1.697 0.1231
H 8.143 -1.223 0.159 0.1165
H 9.416 -2.211 0.587 0.1199
H 7.200 -2.578 2.074 0.0925
H 8.499 -3.859 1.842 0.0867
H 6.898 -4.365 1.691 0.0910
C -1.441 -2.081 -8.831 -0.1184
O -1.228 -3.228 -9.611 -0.1830
C -2.145 -3.527 -10.672 -0.2046
C -1.869 -4.765 -11.494 -0.2073
O -0.818 -4.504 -12.455 -0.1823
C -0.612 -5.657 -13.322 -0.0900
H -2.350 -1.975 -8.240 0.0823
H -1.283 -1.274 -9.548 0.0883
H -0.668 -2.014 -8.066 0.0848
H -2.142 -2.713 -11.397 0.1223
H -3.178 -3.570 -10.327 0.1193
H -2.774 -5.343 -11.684 0.1246
H -1.336 -5.401 -10.786 0.1205
H -1.503 -6.224 -13.591 0.0791
H 0.098 -6.304 -12.807 0.0831
H -0.196 -5.277 -14.255 0.0816
C 3.507 -5.182 9.568 -0.1436
O 4.089 -6.441 9.224 -0.1947
C 3.983 -6.650 7.732 -0.1322
C 4.616 -8.045 7.274 -0.1632
O 6.004 -7.955 7.005 -0.1848
C 6.750 -7.331 7.988 -0.1361
H 3.628 -4.741 10.557 0.0850
H 2.438 -5.176 9.358 0.0740
H 3.682 -4.320 8.924 0.0719
H 4.399 -5.819 7.163 0.1172
H 2.918 -6.730 7.519 0.1093
H 4.197 -8.351 6.316 0.1144
H 4.392 -8.849 7.974 0.1231
H 6.374 -6.309 8.036 0.0776
H 7.807 -7.372 7.725 0.0908
H 6.769 -7.722 9.005 0.0924
C -2.554 -3.979 1.601 -0.1327
O -1.942 -4.455 0.433 -0.2088
C -2.535 -5.667 -0.122 -0.1658
C -2.123 -5.952 -1.587 -0.1805
O -0.689 -5.982 -1.751 -0.1797
C -0.030 -4.660 -1.795 -0.0759
H -3.613 -3.734 1.689 0.0847
H -2.023 -3.131 2.035 0.0803
H -2.411 -4.762 2.345 0.0801
H -3.621 -5.604 -0.049 0.1171
H -2.246 -6.502 0.516 0.1177
H -2.599 -5.226 -2.247 0.1190
H -2.543 -6.930 -1.820 0.1203
H -0.204 -4.098 -2.713 0.0805
H 1.047 -4.827 -1.777 0.0789
H -0.187 -3.973 -0.964 0.0653
C 1.606 -8.770 2.598 -0.0485
C 0.739 -9.446 3.673 -0.2157
O 1.261 -10.735 3.885 -0.0178
C 0.898 -11.507 4.962 -0.2809
O 0.068 -11.183 5.829 0.1192
C 1.509 -12.966 4.881 -0.5565
F 0.586 -13.959 5.071 0.1425
F 2.078 -13.105 3.714 0.1901
F 2.419 -13.086 5.827 0.1812
H 2.680 -8.731 2.780 0.0755
H 1.236 -7.765 2.393 0.0777
H 1.582 -9.418 1.722 0.0783
H -0.271 -9.658 3.323 0.1313
H 0.678 -8.912 4.622 0.1228
C -7.520 0.555 -5.842 -0.0581
C -7.901 1.654 -6.864 -0.2185
O -7.149 1.697 -8.102 -0.0190
C -7.695 0.998 -9.240 -0.2985
O -8.794 0.552 -9.208 0.1675
C -6.832 0.868 -10.501 -0.5521
F -7.498 1.428 -11.523 0.1784
F -5.692 1.531 -10.280 0.1668
F -6.590 -0.433 -10.624 0.1865
H -7.897 0.737 -4.836 0.0793
H -6.449 0.704 -5.702 0.0679
H -7.591 -0.427 -6.310 0.0771
H -7.913 2.626 -6.371 0.1208
H -8.927 1.449 -7.169 0.1017
C 1.195 0.720 10.112 -0.0561
C 2.008 1.707 9.269 -0.2423
O 3.373 1.439 9.471 -0.0205
C 4.272 0.974 8.472 -0.2461
O 3.930 0.525 7.392 0.1415
C 5.816 0.900 8.845 -0.5942
F 6.260 -0.270 8.989 0.2455
F 6.499 1.431 7.766 0.1099
F 6.252 1.625 9.851 0.1815
H 1.462 -0.327 9.964 0.0783
H 0.156 0.990 9.926 0.0814
H 1.465 0.963 11.139 0.0782
H 1.711 2.665 9.696 0.1202
H 1.824 1.783 8.197 0.1223
C -0.994 8.005 2.311 -0.0669
C -1.158 6.472 2.454 -0.1682
O -2.203 6.255 3.415 0.0079
C -1.929 6.430 4.729 -0.3557
O -0.962 6.981 5.198 0.1560
C -2.964 5.838 5.717 -0.5133
F -2.446 4.852 6.408 0.1862
F -3.225 6.757 6.688 0.1395
F -4.096 5.411 5.076 0.1370
H -1.797 8.505 1.769 0.0787
H -0.195 8.084 1.573 0.0716
H -0.677 8.503 3.227 0.0733
H -0.279 5.957 2.843 0.1313
H -1.451 6.242 1.429 0.1228
C -4.013 11.013 -3.564 -0.0528
C -4.117 9.568 -4.083 -0.2409
O -4.867 8.856 -3.189 0.0466
C -5.185 7.614 -3.514 -0.3194
O -4.861 6.948 -4.533 0.1302
C -5.806 6.930 -2.300 -0.5408
F -6.845 6.131 -2.608 0.1467
F -4.973 6.088 -1.671 0.1646
F -6.326 7.794 -1.431 0.1679
H -4.920 11.338 -3.053 0.0794
H -3.858 11.699 -4.397 0.0799
H -3.290 11.102 -2.753 0.0745
H -3.116 9.163 -4.230 0.1315
H -4.555 9.701 -5.073 0.1327
C 1.878 -1.616 1.960 -0.0455
C 2.057 -0.209 1.368 -0.1674
O 1.136 0.103 0.239 0.0162
C -0.084 0.687 0.420 -0.3668
O -0.507 1.112 1.485 0.1545
C -0.868 0.688 -0.799 -0.5641
F -0.792 1.907 -1.363 0.1791
F -0.549 -0.366 -1.596 0.1508
F -2.144 0.428 -0.594 0.1819
H 2.389 -1.780 2.909 0.0824
H 2.225 -2.340 1.223 0.0763
H 0.796 -1.676 2.076 0.0718
H 3.083 -0.015 1.055 0.1175
H 1.948 0.555 2.137 0.1128
C 6.252 9.022 -1.761 -0.0579
C 5.790 9.153 -0.277 -0.1960
O 6.185 7.989 0.424 0.0157
C 5.327 6.948 0.592 -0.3227
O 4.264 6.802 -0.022 0.1289
C 5.666 5.939 1.687 -0.5058
F 6.205 6.689 2.725 0.1214
F 4.556 5.214 2.131 0.1225
F 6.539 5.122 1.235 0.2303
H 6.182 7.968 -2.031 0.0708
H 7.272 9.285 -2.040 0.0751
H 5.490 9.513 -2.367 0.0749
H 4.710 9.301 -0.246 0.1201
H 6.258 10.101 -0.012 0.1221
C 1.011 7.463 -4.942 -0.0708
C 0.370 6.130 -5.114 -0.1967
O -0.330 6.103 -6.384 0.0407
C -0.458 4.967 -7.007 -0.3216
O -0.382 3.806 -6.502 0.0982
C -1.144 5.193 -8.436 -0.5806
F -0.589 4.385 -9.344 0.1572
F -2.424 4.990 -8.463 0.2052
F -1.003 6.426 -8.909 0.1582
H 1.563 7.472 -4.001 0.0832
H 0.220 8.185 -4.741 0.0726
H 1.660 7.823 -5.740 0.0903
H -0.327 5.869 -4.319 0.1359
H 1.193 5.417 -5.065 0.1281
C -6.590 1.104 3.466 -0.0633
C -8.011 1.679 3.599 -0.1324
O -8.939 0.747 4.303 0.0368
C -10.238 0.961 4.363 -0.3759
O -10.935 1.754 3.694 0.1174
C -11.054 -0.076 5.084 -0.5542
F -10.420 -0.289 6.238 0.1527
F -12.252 0.289 5.481 0.1999
F -11.021 -1.208 4.301 0.1453
H -6.489 0.331 2.704 0.0734
H -6.097 0.609 4.303 0.0760
H -5.908 1.916 3.213 0.0768
H -8.459 1.782 2.611 0.1221
H -8.000 2.663 4.069 0.1257
```

HOMO level (eV): -9.5
Net charge: 0
Gap between HOMO and LUMO (eV): 9.21